Entry 1:
Density functional theory data (ωB97M-V/def2-TZVPD) for a molecular structure, C18H31CoIN2OP2Se2Te2.

Last column: Mulliken charge in e.
Cartesian coordinates (Å):
Co (0.49, 1.08, 0.99)  -0.14
C (-2.02, -0.88, -1.09)  -1.63
P (-1.30, 0.75, -0.62)  1.63
C (-3.04, 1.51, -0.38)  -1.85
C (-0.99, 1.69, -2.15)  0.13
C (-1.69, 1.52, -3.33)  -0.37
C (-1.33, 2.25, -4.45)  -0.69
C (-0.29, 3.16, -4.39)  -0.84
C (0.41, 3.33, -3.20)  -0.64
C (0.07, 2.60, -2.08)  0.03
P (0.94, 2.70, -0.48)  2.13
C (0.61, 4.48, -0.13)  -1.46
C (2.69, 2.83, -0.99)  -1.53
H (-2.73, -0.78, -1.91)  0.38
H (-2.57, -1.24, -0.21)  0.43
H (-1.24, -1.59, -1.36)  0.33
H (-3.72, 1.29, -1.21)  0.43
H (-2.99, 2.60, -0.27)  0.43
H (-3.48, 1.13, 0.55)  0.47
H (-2.52, 0.83, -3.39)  0.24
H (-1.87, 2.11, -5.38)  0.37
H (-0.01, 3.73, -5.26)  0.36
H (1.22, 4.05, -3.17)  0.25
H (0.90, 5.12, -0.97)  0.43
H (1.14, 4.79, 0.78)  0.48
H (-0.47, 4.60, 0.06)  0.38
H (2.86, 3.58, -1.76)  0.46
H (3.02, 1.85, -1.35)  0.27
H (3.29, 3.10, -0.11)  0.36
Se (0.97, 2.58, 2.65)  -0.34
Te (1.07, 3.50, 4.97)  -0.46
Te (-2.53, 3.16, 3.95)  -0.50
Se (-1.15, 2.34, 2.05)  -0.33
C (1.10, -0.66, -2.10)  -1.19
O (0.59, 0.04, -1.05)  -0.28
H (1.29, -1.72, -1.85)  0.18
H (2.06, -0.23, -2.45)  0.16
H (0.41, -0.64, -2.98)  0.34
N (-0.04, -0.59, 1.94)  -0.30
C (0.16, -1.71, 1.71)  0.37
N (0.45, -2.95, 1.40)  0.35
C (1.33, -3.68, 2.28)  -0.81
C (0.55, -4.41, 3.37)  -0.63
C (-0.50, -5.32, 2.72)  -0.70
C (-1.40, -4.50, 1.80)  -0.68
C (-0.55, -3.77, 0.76)  -0.33
H (2.04, -2.98, 2.73)  0.45
H (1.89, -4.39, 1.66)  0.32
H (0.05, -3.68, 4.01)  0.30
H (1.24, -4.99, 3.99)  0.38
H (-1.10, -5.80, 3.50)  0.35
H (0.00, -6.10, 2.14)  0.30
H (-1.96, -3.77, 2.39)  0.32
H (-2.13, -5.15, 1.30)  0.40
H (-1.18, -3.15, 0.13)  -0.02
H (-0.03, -4.50, 0.13)  0.33
I (3.62, -1.16, 0.54)  -0.34
C (2.54, 0.51, 1.53)  -1.47
H (3.27, 1.34, 1.44)  0.48
H (2.60, 0.21, 2.59)  0.51

Summary:
Orbital gap (alpha / beta)   3.928 / 4.055 eV
Total charge   -2
Multiplicity   4
Energy   -8591.22447 a.u.
Max |F|   4.37 eV/A

***

Entry 2:
Density functional theory data (ωB97M-V/def2-TZVPD) for a molecular structure, C27H20BrIrN5.

Last column: Mulliken charge in e.
Cartesian coordinates (Å):
Ir (-0.03, -0.19, 0.17)  0.11
C (-1.91, 2.51, 3.07)  -0.96
C (-3.23, 2.09, 3.02)  -0.50
C (-3.55, 0.97, 2.26)  -0.84
C (-2.55, 0.31, 1.56)  0.27
N (-1.26, 0.76, 1.59)  0.02
C (-0.95, 1.82, 2.34)  0.09
C (-2.77, -0.90, 0.75)  1.10
C (-3.95, -1.62, 0.64)  -0.60
C (-3.97, -2.76, -0.16)  -1.01
C (-2.82, -3.16, -0.82)  -0.60
C (-1.66, -2.41, -0.68)  1.11
N (-1.66, -1.32, 0.10)  0.32
C (-0.35, -2.70, -1.28)  0.28
C (-0.12, -3.73, -2.18)  -0.86
C (1.17, -3.93, -2.67)  -0.50
C (2.19, -3.10, -2.24)  -0.96
C (1.90, -2.08, -1.35)  0.10
N (0.66, -1.87, -0.89)  0.02
H (-1.62, 3.37, 3.66)  0.44
H (-4.00, 2.61, 3.57)  0.50
H (-4.57, 0.62, 2.21)  0.39
H (0.08, 2.12, 2.37)  0.45
H (-4.84, -1.31, 1.17)  0.46
H (-4.88, -3.34, -0.25)  0.48
H (-2.83, -4.06, -1.43)  0.46
H (-0.93, -4.37, -2.49)  0.39
H (1.37, -4.73, -3.36)  0.50
H (3.21, -3.24, -2.58)  0.44
H (2.68, -1.43, -0.98)  0.45
Br (6.00, 0.31, 4.32)  -0.04
C (4.67, 0.55, 3.03)  -0.11
C (3.54, -0.28, 3.02)  -1.01
C (2.57, -0.08, 2.07)  0.29
C (2.67, 0.93, 1.08)  0.93
C (3.83, 1.74, 1.12)  -0.84
C (4.80, 1.56, 2.07)  -0.87
N (1.64, 1.03, 0.17)  0.84
C (1.63, 1.93, -0.78)  0.09
C (0.54, 2.00, -1.68)  0.35
C (0.48, 2.94, -2.72)  -0.94
C (-0.61, 2.95, -3.57)  -0.40
C (-1.63, 2.02, -3.38)  -0.90
C (-1.52, 1.11, -2.34)  0.16
N (-0.47, 1.10, -1.53)  0.07
H (3.43, -1.06, 3.76)  0.47
H (1.69, -0.73, 2.06)  0.28
H (3.97, 2.53, 0.40)  0.35
H (5.67, 2.19, 2.08)  0.47
H (2.45, 2.63, -0.89)  0.27
H (1.29, 3.64, -2.84)  0.53
H (-0.67, 3.67, -4.37)  0.48
H (-2.50, 2.00, -4.02)  0.47
H (-2.29, 0.38, -2.17)  0.52

Summary:
Orbital gap   4.940 eV
Total charge   +3
Energy   -3992.12979 a.u.
Max |F|   2.80 eV/A

***

Entry 3:
Density functional theory data (ωB97M-V/def2-TZVPD) for C5H3NO in the gas phase.

Last column: Mulliken charge in e.
Cartesian coordinates (Å):
N (-0.58, 0.58, 3.02)  -0.37
C (-0.28, 0.26, 1.94)  0.28
C (0.16, 0.27, 0.46)  0.70
C (0.20, -0.97, 0.94)  -0.37
O (0.05, -1.35, -1.47)  -0.53
C (-0.08, -0.15, -1.73)  0.14
C (-0.05, 0.89, -0.72)  -0.81
H (1.01, -1.63, 1.25)  0.23
H (-0.23, 0.16, -2.78)  0.35
H (-0.19, 1.94, -0.91)  0.38

Summary:
Orbital gap (alpha / beta)   7.559 / 7.562 eV
Energy above the lowest of the compared OMol25 structures with the same formula, charge and spin   4.6835 eV
Energy   -322.11968 a.u.
Max |F|   1.38 eV/A